[1]
Molecular formula: C33H66N3O5P
Method: DFT, ωB97M-V/def2-TZVPD

Values from the calculation:
frontier orbital gap (alpha / beta)	8.144 / 7.334	eV
multiplicity	3
expectation value of S²	2.010
net charge	0
maximum force	8.7	eV Å⁻¹

Element x y z (Å)
P  3.6020  2.8824  0.6582
O  1.1702  5.7938  2.2193
O  -2.8109  3.6879  3.1152
O  2.5189  4.2948  3.7969
O  -2.7359  -4.2555  -0.4119
O  2.0857  -1.7456  -2.8646
N  1.3639  -2.9507  -2.7922
N  2.7212  7.2326  0.5654
N  -3.3595  -4.6407  0.7887
C  -1.8746  4.4052  2.2284
C  -2.5465  -2.7024  2.2315
C  2.1473  2.1247  -0.3181
C  -0.9509  -3.8284  -3.0643
C  3.1371  0.7600  2.7262
C  1.0917  -3.9753  -5.5662
C  2.5484  5.7474  0.2347
C  1.7132  -5.4315  -2.8452
C  2.2895  4.8745  2.6127
C  0.9886  5.5006  0.7590
C  2.7902  1.4851  -1.7237
C  -2.5071  4.8690  0.7882
C  -1.3928  5.1083  -0.4009
C  4.1811  7.6232  0.6598
C  0.2375  -2.8105  -5.0750
C  -4.7490  -4.0698  0.7833
C  -3.9690  -2.1546  2.2944
C  0.0709  -2.7537  -3.5312
C  -4.7636  -2.5434  1.0527
C  -5.6298  -4.7898  1.8385
C  4.5388  7.8072  2.2771
C  -2.4660  -4.2228  1.9218
C  4.2699  1.7266  2.0232
C  -5.5013  -4.3440  -0.5620
C  -0.9606  -4.5721  1.6721
C  -0.6293  -1.3974  -3.1841
C  2.2607  -4.0489  -3.2886
C  2.4255  -4.0284  -4.8297
C  -2.8322  -5.0461  3.1888
C  3.6830  -3.9983  -2.6362
C  -1.9473  3.2961  4.2784
C  3.2440  4.6496  1.2851
C  -0.2432  6.2275  -0.0416
H  -0.9201  4.0838  -0.7850
H  -1.6217  -1.3374  -3.6499
H  -1.9627  -5.2081  3.8369
H  0.6986  -1.8797  -5.4319
H  -1.6625  2.1402  4.2442
H  -5.5718  -5.8789  1.7272
H  0.5512  -4.9214  -5.4506
H  2.1912  7.8238  -0.1219
H  -3.2003  3.9704  0.4207
H  -0.8335  -5.6349  1.4324
H  2.0483  0.9127  2.3234
H  3.6127  -3.9913  -1.5409
H  3.0959  0.9833  3.8884
H  -0.7655  -1.2858  -2.1015
H  2.7643  5.6308  -0.9097
H  4.2753  -4.8743  -2.9213
H  -0.7049  7.1115  0.5705
H  -0.9332  -4.7298  -3.6808
H  3.6409  0.7313  -1.4237
H  -0.7809  -4.1157  -2.0199
H  3.0294  -3.1642  -5.1335
H  -3.5758  -4.5521  3.8180
H  1.9539  0.9963  -2.4103
H  1.6127  1.2149  0.2092
H  -2.0024  5.5266  -1.3354
H  -3.9323  -1.0614  2.3749
H  -5.0676  -3.8018  -1.4073
H  1.5048  -5.4491  -1.7691
H  0.6879  4.3627  0.8084
H  -4.3538  -2.0036  0.1899
H  0.1735  6.6673  -1.0703
H  -0.5188  -3.9803  0.8628
H  4.2604  -3.1230  -2.9479
H  1.2746  -3.8613  -6.6416
H  3.2283  2.4179  -2.3196
H  -0.7471  -2.8654  -5.5574
H  -5.3765  -4.5404  2.8681
H  -3.2045  -6.0432  2.9247
H  -0.0731  -0.5287  -3.5535
H  4.9145  6.8892  0.1063
H  -0.3553  -4.3597  2.5631
H  4.2617  8.7235  0.2077
H  -4.4749  -2.5071  3.2001
H  4.6393  6.7874  2.8471
H  3.4583  -0.3751  2.5858
H  -5.7969  -2.1887  1.1644
H  -3.1646  5.8511  0.8852
H  -5.4982  -5.4149  -0.8026
H  1.3207  2.8796  -0.6592
H  5.5840  8.3460  2.3655
H  -2.0411  -2.4852  3.1816
H  -1.4813  5.3964  2.7576
H  2.9823  -4.9144  -5.1626
H  5.0816  0.9867  1.5555
H  2.4438  -6.2248  -3.0469
H  -0.9754  3.6491  2.0236
H  -1.9828  -3.4609  -3.1144
H  0.8092  -5.7364  -3.3706
H  -6.6843  -4.5083  1.7260
H  -2.4177  3.6255  5.2993
H  -6.5471  -4.0255  -0.4970
H  4.7826  2.3475  2.8803
H  4.3176  5.0091  1.6265
H  3.7228  8.4539  2.8293
H  -0.9020  3.8664  4.2053
H  -2.0014  -2.1387  1.4623



[2]
Molecular formula: C20H28N2O4S2
Method: DFT, ωB97M-V/def2-TZVPD

Values from the calculation:
SMILES string	CC[C@@H]1Sc2ccc(S(=O)(=O)CCC(=O)NC3CCCCCC3)cc2NC1=O
frontier orbital gap	8.993	eV
net charge	0
energy relative to the best compared isomer or geometry (same formula, charge and spin)	0.00	kJ/mol
maximum force	0.8	eV Å⁻¹

Element x y z (Å)
S  3.0428  -2.8116  -0.5350
S  -2.8139  -1.8476  1.5917
O  -3.6080  0.1829  -1.4314
O  3.3304  -4.2226  -0.5514
O  3.1673  -2.0969  -1.7818
O  2.2357  -0.1764  1.0119
N  -1.6678  -0.8627  -1.0205
N  3.2339  1.3749  -0.3016
C  0.9961  -3.1056  1.2990
C  -0.6789  3.7222  0.9366
C  -3.0143  -0.7133  -0.8770
C  -1.0711  2.5440  0.0429
C  -1.1956  -2.1686  0.9800
C  -3.6771  -1.7813  -0.0271
C  -0.2917  -2.8901  1.7511
C  2.1122  2.3112  -0.3896
C  -0.8159  -1.6654  -0.2700
C  0.8219  4.0245  0.9846
C  -5.1643  -1.5310  0.1876
C  0.9731  1.6441  -1.1666
C  -5.9688  -1.8367  -1.0701
C  1.3664  -2.5974  0.0684
C  4.4678  -0.6226  0.2522
C  4.1832  -2.0439  0.6818
C  1.7183  2.7859  1.0137
C  -0.3021  2.4781  -1.2780
C  3.1884  0.2042  0.3589
C  0.4779  -1.9026  -0.7215
H  -0.6107  -3.2612  2.7123
H  0.7465  0.7067  -0.6574
H  -2.1408  2.6158  -0.1640
H  3.6795  -2.0782  1.6434
H  -3.5128  -2.7580  -0.4969
H  -0.9444  2.0203  -2.0348
H  1.1019  4.6409  0.1275
H  0.8149  -1.5306  -1.6767
H  -0.0679  3.4840  -1.6294
H  -5.8363  -2.8743  -1.3703
H  -1.1939  4.6229  0.5942
H  -0.9142  1.6092  0.5845
H  1.7049  -3.6660  1.8864
H  -1.0347  3.5114  1.9472
H  5.2361  -0.1720  0.8864
H  -1.2261  -0.2361  -1.6821
H  -5.6505  -1.1910  -1.8835
H  -5.3063  -0.4863  0.4686
H  2.4800  3.1755  -0.9548
H  4.0382  1.5605  -0.8776
H  1.0130  4.6229  1.8778
H  -7.0256  -1.6639  -0.8847
H  4.8143  -0.6242  -0.7821
H  -5.5095  -2.1586  1.0120
H  1.3471  1.4052  -2.1667
H  2.6444  3.0282  1.5416
H  1.2372  1.9724  1.5532
H  5.0699  -2.6711  0.6873



[3]
Molecular formula: C14H28NO3PS2
Method: DFT, ωB97M-V/def2-TZVPD

Values from the calculation:
SMILES string	CCCOP(=S)(OCCC)SCC(=O)N1CCCC[C@@H]1C
frontier orbital gap	8.756	eV
net charge	0
energy relative to the best compared isomer or geometry (same formula, charge and spin)	259.80	kJ/mol
maximum force	4.3	eV Å⁻¹

Element x y z (Å)
S  -2.3958  -0.6332  -0.2745
S  -1.4762  -0.1340  -3.6451
P  -0.9602  -1.0212  -1.8970
O  -0.9367  -2.5486  -2.2351
O  -0.4369  2.3909  -0.5745
O  0.5861  -0.5491  -1.2955
N  -0.5465  1.7865  1.6536
C  1.2212  0.8232  3.8366
C  -2.1902  -3.0949  -2.5702
C  0.2850  3.7899  2.9581
C  -0.0134  0.1052  3.4349
C  1.6913  1.7121  2.6776
C  -2.3048  1.1492  -0.1949
C  -1.0653  0.8648  2.7043
C  3.0616  1.6964  -1.2867
C  -1.9476  -4.4916  -3.1023
C  1.4198  -0.0229  -2.4400
C  -0.9059  1.6380  0.2755
C  -1.3936  -5.3622  -1.9931
C  2.8811  0.4364  -2.1951
C  0.5540  2.6644  2.0465
H  4.0753  1.5893  -0.9279
H  -0.0167  3.5117  3.9547
H  1.1822  4.4181  3.0121
H  0.9898  1.4855  4.6582
H  -1.6580  1.4672  3.3808
H  -2.9571  -4.8477  -3.3332
H  -2.0678  -5.3492  -1.2295
H  -0.3728  -5.0083  -1.6257
H  -2.7058  -3.1125  -1.6123
H  3.3619  -0.4268  -1.7174
H  0.9308  1.0219  -2.7289
H  1.3862  -0.6840  -3.3342
H  2.0142  1.0390  1.8180
H  -1.4152  -4.4554  -4.0389
H  2.9669  2.5522  -1.8371
H  -1.4301  -6.3775  -2.3325
H  -0.4942  -0.3725  4.2592
H  1.0615  3.0655  1.1744
H  2.0436  0.1584  3.9380
H  2.3032  1.7678  -0.5375
H  -2.2784  1.5595  -1.1762
H  -0.6061  4.3678  2.5601
H  2.5566  2.2737  2.8657
H  3.4185  0.7050  -3.1316
H  -3.1034  1.5764  0.3969
H  -2.8342  -2.5187  -3.2723
H  -1.7675  0.1621  2.1507
H  0.2894  -0.7679  2.7833



[4]
Molecular formula: C5H6O
Method: DFT, ωB97M-V/def2-TZVPD

Values from the calculation:
SMILES string	CC1=C[C@@H]2O[C@H]12
frontier orbital gap	10.290	eV
net charge	0
energy relative to the best compared isomer or geometry (same formula, charge and spin)	378.25	kJ/mol
maximum force	2.6	eV Å⁻¹

Element x y z (Å)
O  -2.1321  -0.7613  -0.0952
C  -0.9065  -0.4828  -0.7948
C  1.7940  -0.4797  0.2274
C  0.3601  -0.0312  0.1434
C  -0.4046  0.8275  0.7779
C  -1.6449  0.5407  -0.1022
H  2.3932  -0.3683  -0.6281
H  2.2083  0.1497  0.9487
H  1.7545  -1.5367  0.3555
H  -2.1348  1.2985  -0.6904
H  -0.8556  -0.4704  -1.8938
H  -0.4316  1.3138  1.7516